Entry 1:
The following is a DFT calculation (wB97M-V/def2-TZVPD) of C31H41Cl2N9O4RhSSe as an isolated structure.

Structure (XYZ):
```
90
Properties=species:S:1:pos:R:3:lowdin_spin:R:1
Rh -0.17539 0.27482 -0.32527 2.4691
N -3.73834 0.65320 -0.56791 -0.0008
C -3.98463 2.14558 -0.65194 0.0000
C -3.67610 2.78396 0.69722 0.0002
C -2.18992 2.93413 1.00850 0.0053
N -1.54533 1.61660 1.29025 0.0602
C -1.47427 3.67070 -0.12075 0.0023
C -1.68934 3.09007 -1.51908 0.0103
N -0.73826 1.96656 -1.78042 0.0856
C -3.16334 2.74285 -1.79593 0.0002
H -4.16127 0.23130 0.25967 -0.0003
H -2.72211 0.50731 -0.55582 -0.0004
H -4.07679 0.14794 -1.38938 0.0001
H -5.04505 2.25390 -0.87384 0.0000
H -4.19176 2.24927 1.50199 0.0000
H -4.11333 3.78426 0.68393 0.0001
H -2.11779 3.55059 1.90732 0.0021
H -2.12509 1.08646 1.93796 0.0009
H -0.70589 1.80351 1.83687 0.0008
H -0.40196 3.73824 0.08668 0.0006
H -1.83901 4.70029 -0.12059 -0.0001
H -1.44357 3.87497 -2.23671 0.0037
H 0.16675 2.37502 -2.00394 0.0018
H -1.00993 1.46366 -2.62333 0.0027
H -3.25028 2.12321 -2.69394 0.0000
H -3.65660 3.68275 -2.05069 0.0001
Se 1.53135 -1.92860 1.81281 0.0084
N 1.11545 -0.22592 1.40988 0.0751
C 1.80201 0.56039 2.23051 0.0096
C 1.82708 1.98892 2.20102 0.0040
C 2.58745 2.64176 3.11654 -0.0003
C 3.36335 1.94717 4.10660 0.0007
C 3.38841 0.59710 4.15642 0.0002
C 2.61001 -0.13941 3.20266 0.0034
N 2.58019 -1.45573 3.13397 0.0057
H 1.29212 2.53651 1.43125 0.0023
H 2.63123 3.72336 3.09955 0.0000
H 3.94726 2.52834 4.80690 0.0000
H 3.98209 0.05514 4.87970 0.0001
N 5.17657 -1.38583 -5.08885 0.0000
C 5.21671 -1.01753 -3.78995 -0.0002
O 6.21646 -0.99300 -3.10995 -0.0004
C 3.89575 -0.65708 -3.13799 -0.0026
C 2.65890 -1.15713 -3.52058 0.0028
C 1.54277 -0.82801 -2.77204 0.0043
N 1.59908 -0.03655 -1.69485 0.0814
C 2.79459 0.45957 -1.34093 0.0080
C 3.95615 0.17172 -2.02332 0.0039
H 6.05923 -1.57912 -5.53744 0.0000
H 4.39055 -1.18372 -5.68060 0.0000
H 2.55176 -1.82444 -4.36567 0.0005
H 0.56747 -1.21598 -3.03864 0.0004
H 2.81508 1.09673 -0.46374 0.0019
H 4.91314 0.55631 -1.69798 0.0005
C 0.56150 -5.39417 3.78795 0.0000
C 0.30721 -5.88548 2.36945 0.0000
C -1.09819 -5.60924 1.85246 0.0015
N -1.38819 -4.16578 1.75224 0.0092
C -1.99879 -3.41981 2.63701 0.0473
S -2.23954 -1.74580 2.35895 0.6011
N -2.46512 -3.94269 3.79546 0.0093
C -3.12463 -3.12549 4.71033 0.0156
O -3.24048 -1.93546 4.41203 0.2579
C -3.61378 -3.71615 5.94841 0.0099
C -3.75428 -5.10118 6.10053 -0.0002
C -4.22561 -5.61322 7.29351 0.0009
C -4.55103 -4.74945 8.33410 -0.0026
C -4.41959 -3.37459 8.18450 0.0003
C -3.95729 -2.85218 6.99157 -0.0009
H 1.57987 -5.62580 4.09612 0.0000
H -0.10048 -5.88324 4.50878 0.0000
H 0.43787 -4.31075 3.88141 0.0000
H 0.46262 -6.96426 2.31177 0.0001
H 1.02654 -5.43956 1.67618 0.0000
H -1.86650 -6.08042 2.46767 0.0001
H -1.22638 -6.00811 0.84771 0.0000
H -1.06048 -3.68972 0.91454 0.0057
H -2.24272 -4.89428 4.04766 0.0000
H -3.54815 -5.79159 5.29035 -0.0001
H -4.34991 -6.68040 7.41343 0.0002
H -4.91693 -5.15454 9.26836 -0.0001
H -4.67952 -2.71326 8.99929 0.0001
H -3.84895 -1.78435 6.86071 0.0006
Cl -1.40382 -4.62859 -1.68326 0.0029
C -2.23920 -3.09340 -1.82119 0.0030
Cl -3.78281 -3.09085 -0.92101 0.0029
C -1.43214 -1.92526 -1.26677 0.0139
O -0.55337 -2.09362 -0.39559 0.0903
O -1.74818 -0.77821 -1.69421 0.0757
H -2.48057 -2.92503 -2.86497 0.0007
```

Spin multiplicity: 5
Charge: +3
Relative energy (zero: lowest compared OMol25 entry of this formula, charge and spin): 2.91 kcal per mole
Frontier orbital gap (alpha / beta): 7.78 / 6.62 eV
LUMO (alpha / beta): -0.29717 / -0.34007 hartree


Entry 2:
The following is a DFT calculation (wB97M-V/def2-TZVPD) of a 4-piece molecular cluster, C25H51N2O10S overall.

Structure (XYZ):
```
89
Properties=species:S:1:pos:R:3:lowdin_charge:R:1
C 5.84842 2.44900 2.82212 -0.0955
C 5.19819 3.56436 1.99771 -0.2357
C 3.68594 3.72703 2.24977 -0.1916
C 2.85141 3.89909 0.97839 -0.1489
C 2.89965 2.72232 0.00070 -0.3072
N 2.68671 1.42369 0.71661 0.1452
C 1.21455 1.10818 0.84232 -0.2355
C 0.96105 0.03509 1.89997 -0.1121
C -0.17806 0.36724 2.86507 -0.1488
C -1.48396 0.88298 2.21423 -0.0810
C -1.94692 2.12942 2.93120 -0.5141
O -2.68225 2.16002 3.85422 0.1682
O -1.33292 3.29771 2.50186 0.0658
C 0.84758 0.66100 -0.55632 -0.1143
N 1.19698 1.64315 -1.58938 -0.1032
C 1.87187 0.97871 -2.72171 -0.2534
O 1.39220 -0.31571 -2.92664 -0.1223
O 0.02963 -0.24565 -3.37891 0.0062
C 1.84067 2.87139 -1.13009 -0.5700
S 2.70888 3.80231 -2.43125 0.8682
H 6.75058 2.06492 2.34699 0.0713
H 6.12076 2.80476 3.81590 0.0803
H 5.16780 1.60410 2.97623 0.0616
H 5.39863 3.40765 0.93451 0.0940
H 5.67756 4.50574 2.26910 0.1128
H 3.30586 2.88614 2.84761 0.1013
H 3.49776 4.59868 2.87697 0.1226
H 1.81345 4.12445 1.24321 0.1196
H 3.21986 4.76052 0.41602 0.1266
H 3.89817 2.66336 -0.43561 0.1137
H 3.11551 0.66755 0.16603 0.1500
H 3.15588 1.45250 1.62305 0.1423
H 0.72367 2.04122 1.13214 0.1413
H 0.78640 -0.93520 1.42818 0.1303
H 1.87057 -0.08168 2.50059 0.1245
H 0.17757 1.06269 3.62935 0.1266
H -0.43472 -0.55989 3.37309 0.0895
H -1.36837 1.09936 1.14744 0.1058
H -2.25732 0.12321 2.30884 0.1180
H -1.36173 3.34155 1.53880 0.0978
H 1.40533 -0.27136 -0.71101 0.1384
H -0.20595 0.37632 -0.61011 0.1358
H 1.79218 1.56101 -3.63983 0.1065
H 2.91162 0.85516 -2.41240 0.0997
H 0.09174 0.30362 -4.17683 0.1007
H 1.06161 3.54695 -0.77124 0.1085
H 1.65408 4.51629 -2.84327 -0.1017
O -1.50758 -2.42969 3.18357 0.0852
C -2.22453 -3.03905 2.42832 -0.5111
O -2.36706 -2.55680 1.17915 -0.0133
C -3.10303 -3.26134 0.15643 -0.2203
C -4.59097 -3.02477 0.26355 -0.0657
C -2.99368 -4.25579 2.86800 0.0246
H -2.85285 -4.32218 0.18489 0.1132
H -2.70325 -2.86354 -0.77496 0.1198
H -5.00135 -3.40282 1.19748 0.0583
H -5.11613 -3.52401 -0.55043 0.0840
H -4.81740 -1.95972 0.21009 0.0888
H -3.91505 -3.91539 3.34199 0.1052
H -2.39872 -4.77664 3.61309 0.0947
H -3.25244 -4.94077 2.06701 0.0747
O 4.61851 0.07802 -1.28815 0.0539
C 5.49771 0.05931 -2.12444 -0.5069
O 5.17714 -0.37655 -3.34121 0.0169
C 6.09671 -0.36798 -4.45426 -0.2090
C 6.98449 -1.59075 -4.46094 -0.0535
C 6.91334 0.45252 -1.79743 0.0339
H 6.66661 0.56052 -4.46373 0.1145
H 5.44694 -0.35837 -5.32653 0.1281
H 7.63225 -1.62690 -3.58477 0.0729
H 7.61562 -1.58244 -5.34931 0.0893
H 6.37890 -2.49615 -4.47462 0.0890
H 7.41115 -0.41697 -1.36640 0.1067
H 6.88520 1.23437 -1.04290 0.0866
H 7.49231 0.79646 -2.64818 0.0791
O -7.59514 -3.51971 1.44102 0.1000
C -8.39383 -3.27094 0.57888 -0.5184
O -7.93927 -2.73376 -0.57507 -0.0159
C -8.78485 -2.51165 -1.71357 -0.2328
C -9.53313 -1.19974 -1.62295 -0.0619
C -9.87430 -3.48578 0.77827 0.0171
H -9.45651 -3.35729 -1.86054 0.1120
H -8.09607 -2.50002 -2.55686 0.1223
H -10.22038 -1.18528 -0.77714 0.0702
H -10.11071 -1.03636 -2.53316 0.0838
H -8.83171 -0.37420 -1.50402 0.0833
H -10.27392 -2.61218 1.29439 0.0992
H -10.00002 -4.34842 1.42654 0.0934
H -10.44115 -3.63819 -0.13474 0.0709
```

Charge: +1
Frontier orbital gap: 9.74 eV
LUMO: -0.06985 hartree


Entry 3:
The following is a DFT calculation (wB97M-V/def2-TZVPD) of C32H47N10PPtS as an isolated structure.

Structure (XYZ):
```
92
Properties=species:S:1:pos:R:3:lowdin_charge:R:1
Pt -0.80393 0.89269 0.23140 0.8168
S -1.59127 2.45999 1.68674 0.5519
C -0.93207 3.84181 0.84150 -0.7995
N -0.88184 4.98919 1.46552 0.0339
N -0.53155 6.09713 0.77436 -0.0061
C -0.75944 6.46403 -0.56956 -0.2595
C 0.03250 7.47244 -1.10952 -0.0442
C -0.19298 7.93226 -2.40148 -0.1000
C -1.21030 7.39172 -3.17170 -0.1097
C -2.00661 6.38659 -2.62678 -0.0873
C -1.79204 5.92526 -1.33865 -0.0527
N -0.45414 3.69166 -0.42706 0.0108
N -0.47915 2.52274 -0.84543 -0.1819
C 0.07009 2.40593 -2.18192 -0.2167
C 0.04591 1.17897 -2.83729 -0.0616
C 0.57418 1.06334 -4.11493 -0.0775
C 1.11811 2.16716 -4.75475 -0.0828
C 1.11816 3.39686 -4.10835 -0.0702
C 0.59598 3.52128 -2.83183 -0.0110
H -0.12761 6.79186 1.36967 0.1272
H 0.83762 7.89376 -0.51413 0.1087
H 0.43592 8.71601 -2.80718 0.1000
H -1.39090 7.75303 -4.17718 0.0960
H -2.81568 5.96067 -3.20979 0.1039
H -2.43900 5.16284 -0.92057 0.1118
H -0.39320 0.31941 -2.35229 0.0707
H 0.55389 0.10145 -4.61343 0.1067
H 1.53610 2.07081 -5.74953 0.1033
H 1.52746 4.26912 -4.60283 0.1062
H 0.58836 4.47616 -2.32398 0.1017
C -3.91713 -1.38149 0.91215 -0.0157
C -3.98609 -0.84305 -0.48116 -0.4003
N -3.14072 -0.00742 -1.02804 0.0502
C -3.59319 0.22270 -2.31564 -0.1522
C -4.73183 -0.48350 -2.54730 -0.1069
N -4.97464 -1.16076 -1.36753 0.0808
H -3.00182 -1.02289 1.37436 0.0401
H -3.90134 -2.47422 0.91377 0.0679
H -4.77372 -1.05141 1.50571 0.0798
H -3.06756 0.88922 -2.98939 0.0915
H -5.37523 -0.56736 -3.41030 0.1019
H -5.74520 -1.77759 -1.19217 0.1471
N -0.33893 -0.94997 0.47656 -0.4052
P 0.67728 -1.87815 1.20406 0.5343
N 1.18145 -1.67940 2.79044 -0.1976
C 2.25005 -0.69208 3.06110 -0.1936
C 1.71630 0.72911 3.23477 -0.1922
C 0.69759 0.75687 4.37463 -0.2042
C -0.42510 -0.24072 4.09478 -0.1977
C 0.13121 -1.63734 3.83749 -0.2086
N 0.07229 -3.43266 1.31994 -0.1955
C 0.45792 -4.45420 2.29964 -0.2251
C -0.67544 -5.45807 2.45931 -0.1793
C -0.87969 -6.25035 1.15363 -0.1920
C -0.47603 -5.39345 -0.06079 -0.1827
C -0.78435 -3.92339 0.20622 -0.1996
N 2.06729 -1.93757 0.30797 -0.2060
C 2.36889 -0.88762 -0.68482 -0.2190
C 3.69752 -1.18906 -1.37033 -0.1888
C 3.74408 -2.64892 -1.82599 -0.1820
C 3.57770 -3.62104 -0.62869 -0.1624
C 3.14528 -2.87034 0.62791 -0.2154
H 2.98325 -0.73603 2.25778 0.0935
H 2.75365 -1.00025 3.98483 0.1213
H 1.22916 1.04127 2.30880 0.0582
H 2.54500 1.41636 3.42930 0.1127
H 0.28414 1.75877 4.49839 0.1020
H 1.20324 0.48161 5.31092 0.1113
H -0.97328 0.07911 3.21215 0.0446
H -1.13066 -0.27588 4.93077 0.1147
H -0.67256 -2.31159 3.53951 0.1027
H 0.57151 -2.02782 4.76305 0.1205
H 0.68799 -3.97613 3.24662 0.0916
H 1.36180 -4.99872 1.98759 0.1086
H -1.58485 -4.90515 2.71115 0.1106
H -0.46351 -6.13167 3.29082 0.1095
H -1.92719 -6.54659 1.06536 0.1036
H -0.28702 -7.16800 1.17456 0.1043
H -0.99321 -5.72545 -0.96246 0.1090
H 0.59759 -5.49272 -0.24754 0.0991
H -1.84560 -3.81293 0.46190 0.1026
H -0.61731 -3.31520 -0.67721 0.0978
H 2.38801 0.10724 -0.22857 0.1005
H 1.57728 -0.87311 -1.43518 0.0825
H 4.53291 -0.98280 -0.69473 0.1101
H 3.80402 -0.51651 -2.22289 0.1111
H 4.67996 -2.84762 -2.34930 0.1019
H 2.93603 -2.80661 -2.54564 0.1073
H 4.51121 -4.15159 -0.42325 0.1071
H 2.82100 -4.37253 -0.86630 0.0957
H 4.00384 -2.34454 1.06052 0.1108
H 2.79420 -3.56492 1.38773 0.0941
```

Charge: 0
Relative energy (zero: lowest compared OMol25 entry of this formula, charge and spin): 51.75 kcal per mole
Frontier orbital gap (alpha / beta): 5.58 / 5.58 eV
LUMO (alpha / beta): -0.02991 / -0.02997 hartree


Entry 4:
The following is a DFT calculation (wB97M-V/def2-TZVPD) of one molecule with the formula C3H7NO2.

Structure (XYZ):
```
13
Properties=species:S:1:pos:R:3:nbo_charge:R:1
C -0.79643 -1.85623 0.50876 -0.6545
C 0.73837 -1.38620 0.23290 -0.4518
C 0.80979 0.12179 0.72552 -0.2960
N -0.02458 0.92716 -0.31900 0.5284
O 0.08426 0.63162 -1.44510 -0.3399
O -0.71154 1.90247 0.09537 -0.4180
H -0.86988 -1.46417 1.60124 0.2024
H -1.61399 -1.06762 0.06910 0.2244
H -1.18064 -3.03451 0.32255 0.2483
H 0.79539 -1.36482 -0.89749 0.2475
H 1.62093 -2.04792 0.70907 0.2349
H 0.16218 0.30977 1.74480 0.2371
H 1.76589 0.63025 0.67851 0.2375
```

Charge: 0
Relative energy (zero: lowest compared OMol25 entry of this formula, charge and spin): 128.92 kcal per mole
Frontier orbital gap: 11.31 eV
LUMO: 0.01465 hartree


Entry 5:
The following is a DFT calculation (wB97M-V/def2-TZVPD) of one molecule with the formula C5H8O2.

Structure (XYZ):
```
15
Properties=species:S:1:pos:R:3:nbo_charge:R:1
C -2.11942 0.12726 0.00170 -0.6191
C -0.92346 -0.83453 -0.35847 -0.3389
C 0.57217 -0.13771 -0.98618 -0.5438
C 1.13892 0.32986 0.29474 0.4516
O 0.39890 0.45358 1.25070 -0.5138
C 2.60736 0.53137 0.65956 0.3594
O 3.56534 0.16307 0.03044 -0.4756
H -2.15594 0.46423 1.04883 0.2243
H -3.09080 -0.36691 -0.18832 0.2118
H -2.11722 1.02590 -0.61844 0.2017
H -1.21863 -1.44450 -1.19252 0.1945
H -0.76413 -1.46546 0.53462 0.2162
H 1.40722 -0.50219 -1.66863 0.2543
H 0.09849 0.63625 -1.58187 0.2483
H 2.66044 1.01330 1.65627 0.1291
```

Charge: 0
Relative energy (zero: lowest compared OMol25 entry of this formula, charge and spin): 54.91 kcal per mole
Frontier orbital gap: 9.44 eV
LUMO: -0.01355 hartree


Entry 6:
The following is a DFT calculation (wB97M-V/def2-TZVPD) of a 3-piece molecular cluster, C4H14O3 overall.

Structure (XYZ):
```
21
Properties=species:S:1:pos:R:3:nbo_charge:R:1
C -0.54009 0.69298 2.23802 -0.6188
C -0.44369 -0.46954 1.22213 -0.4141
C -1.50727 -0.34576 0.15186 0.0991
C -1.72270 -1.59625 -0.69878 -0.6319
O -1.26878 0.81707 -0.65782 -0.7522
H -1.36855 0.74863 2.94511 0.2143
H -0.42744 1.53169 1.55923 0.2173
H 0.40954 0.69605 2.75573 0.2097
H 0.55345 -0.37025 0.69827 0.2085
H -0.60704 -1.43460 1.73103 0.2107
H -2.47798 -0.17450 0.65546 0.1519
H -2.56723 -1.48343 -1.39975 0.2097
H -0.79317 -1.87477 -1.21600 0.2122
H -1.95051 -2.40556 0.02098 0.2160
H -1.94029 0.87090 -1.34214 0.4815
O 1.44849 1.13527 -1.56409 -0.9836
H 0.61600 0.78431 -1.21639 0.4992
H 1.74859 1.89350 -1.05856 0.4764
O 4.51425 0.66331 -1.67853 -0.9517
H 4.77435 -0.27325 -1.61582 0.4608
H 3.55008 0.59420 -1.52993 0.4850
```

Charge: 0
Relative energy (zero: lowest compared OMol25 entry of this formula, charge and spin): 12.36 kcal per mole
Frontier orbital gap: 11.36 eV
LUMO: 0.02434 hartree


Entry 7:
The following is a DFT calculation (wB97M-V/def2-TZVPD) of one molecule with the formula C2H3BrN2S.

Structure (XYZ):
```
9
Properties=species:S:1:pos:R:3:nbo_charge:R:1
C 0.89194 -0.53238 -0.07121 0.1465
C -0.15738 0.61143 -0.30176 -0.3033
N 0.86473 -1.71560 0.10081 -0.3375
N -1.35831 0.04567 0.26836 -0.6808
S -1.65909 -1.57501 -0.02258 0.3579
Br 2.61593 0.54971 -0.02278 -0.0485
H 0.26976 1.52015 0.22502 0.2482
H -0.06578 0.78499 -1.35634 0.2404
H -1.40180 0.31104 1.18048 0.3772
```

Charge: 0
Relative energy (zero: lowest compared OMol25 entry of this formula, charge and spin): 59.04 kcal per mole
Frontier orbital gap (alpha / beta): 7.23 / 7.53 eV
LUMO (alpha / beta): -0.07918 / -0.06928 hartree


Entry 8:
The following is a DFT calculation (wB97M-V/def2-TZVPD) of a 2-piece molecular cluster, C5H14N3O overall.

Structure (XYZ):
```
23
Properties=species:S:1:pos:R:3:nbo_charge:R:1
C 1.05122 0.39431 -0.71977 0.6934
C -1.26530 1.05306 1.55585 -0.6611
C -2.61140 -0.34003 -0.07479 -0.7028
C -1.19118 -2.59782 1.05863 -0.2645
C -1.36923 -0.22843 0.76650 0.6006
N -0.12803 -0.05106 -0.50520 -0.7598
N 2.12717 0.79809 -0.88724 -0.5519
N 4.28302 1.75096 -1.78135 -0.9996
O -0.97043 -1.26284 1.50259 -0.4884
H -1.31792 1.91448 0.89992 0.2328
H -0.34401 1.07148 2.13105 0.2416
H -2.09900 1.09548 2.25459 0.2487
H -2.79752 0.60012 -0.58508 0.2505
H -2.57530 -1.13927 -0.81297 0.2305
H -3.44973 -0.53041 0.59165 0.2599
H -2.25363 -2.80575 0.92142 0.1925
H -0.79458 -3.23164 1.84482 0.2254
H -0.65033 -2.79656 0.13026 0.1834
H -0.49629 -0.56734 -1.29447 0.4161
H 3.10573 1.24464 -1.27120 0.4340
H 4.13222 2.14466 -2.70450 0.4055
H 4.64296 2.47448 -1.16716 0.4069
H 4.97155 1.00938 -1.85356 0.4061
```

Charge: +1
Relative energy (zero: lowest compared OMol25 entry of this formula, charge and spin): 38.03 kcal per mole
Frontier orbital gap: 11.34 eV
LUMO: -0.09277 hartree